Below is C21H49N7NiO7 as an isolated structure in a non-equilibrium geometry, with properties calculated with the ωB97M-V functional and the def2-TZVPD basis.

```
! wB97M-V def2-TZVPD RIJCOSX def2/J DEFGRID3
* xyz 2 3
Ni -0.247 -0.702 0.310
O 3.115 3.862 -4.634
O 0.144 0.633 1.837
O -1.962 -1.306 1.400
O -1.228 0.817 -0.502
O 0.610 -2.253 1.347
O 1.648 -0.335 -0.490
O -0.661 -1.997 -1.165
N 3.840 0.006 -0.031
N -3.242 -1.734 3.171
N 1.881 -3.365 2.782
N 1.278 4.877 -3.777
N -2.885 2.061 -1.416
N -0.651 -2.642 -3.343
N -0.973 2.140 3.160
C 2.842 -0.680 -0.573
C -0.212 -4.402 2.047
C -2.277 -1.344 4.204
C -3.966 1.507 -0.638
C 0.145 1.405 2.821
C 2.874 -2.314 3.069
C 3.153 -2.003 -1.258
C -0.777 -2.862 -2.057
C -0.367 -1.283 -3.898
C 0.781 -3.245 2.070
C -1.092 -4.355 -1.753
C 3.671 1.251 0.666
C -4.024 -2.114 0.869
C 2.973 3.728 -2.291
C 0.746 5.334 -5.051
C -2.240 2.032 2.542
C 2.419 4.165 -3.698
C -2.998 -1.700 1.839
C -0.628 2.401 -2.243
C 1.361 1.575 3.774
C -1.606 1.705 -1.279
H 4.794 -0.318 -0.102
H 3.050 -2.839 -0.566
H -1.091 -0.554 -3.532
H -0.840 -4.901 -2.662
H -0.368 -4.746 -1.038
H -2.499 -0.292 4.380
H 4.132 -1.884 -1.721
H -1.243 -1.398 3.862
H -4.699 -1.317 0.557
H 3.804 -2.823 2.817
H -0.597 -4.604 3.047
H 0.446 4.477 -5.654
H -0.980 2.693 4.006
H -4.915 1.478 -1.173
H 4.416 1.331 1.458
H -0.141 3.171 -1.645
H 3.980 3.333 -2.418
H -4.155 -2.028 3.489
H -3.067 1.799 3.214
H -2.379 1.328 1.722
H 2.890 -2.012 4.117
H -3.720 0.538 -0.205
H 0.092 1.713 -2.686
H 2.662 1.452 1.026
H -3.573 -2.657 0.039
H -0.307 -1.361 -4.983
H 1.735 0.596 4.074
H 3.800 2.119 0.019
H -2.368 3.037 2.140
H -4.070 2.119 0.258
H 1.577 5.859 -5.523
H 2.550 -2.048 -2.165
H -2.428 -1.871 5.146
H -2.148 -4.474 -1.511
H -0.567 -3.448 -3.947
H -3.186 2.669 -2.164
H 2.092 2.276 3.371
H 0.190 -5.294 1.566
H -0.062 6.064 -5.003
H 2.456 2.866 -1.869
H 1.924 -4.138 3.431
H 0.565 -0.886 -3.495
H -4.666 -2.841 1.368
H 2.978 4.554 -1.579
H 1.049 2.040 4.709
H 0.851 5.043 -2.877
H 2.817 -1.344 2.575
H -1.156 2.842 -3.088
H -1.066 -4.180 1.408
*
```

Properties
* frontier orbital gap (spin up / spin down): 9.1684 / 9.1691 eV
* <S²>: 2.003
* E_HOMO (spin up / spin down): -13.149 / -13.149 eV
* energy relative to the best compared isomer or geometry (same formula, charge and spin): 0.998 eV

***

Below is one molecule with the formula C5H7N3 in a non-equilibrium geometry, with properties calculated with the ωB97M-V functional and the def2-TZVPD basis.

```
! wB97M-V def2-TZVPD RIJCOSX def2/J DEFGRID3
* xyz 0 1
N -2.612 0.764 -0.745
N -0.980 2.895 1.031
N 1.487 -1.597 -0.777
C -1.387 0.692 -0.459
C 0.628 -0.738 -0.173
C 1.084 -0.190 1.129
C -0.816 1.901 0.481
C -0.520 -0.362 -0.813
H 1.220 -2.074 -1.623
H -0.791 -0.851 -1.757
H 2.266 -1.958 -0.242
H 2.165 -0.206 1.216
H 0.643 -0.764 1.940
H 0.704 0.864 1.262
H -3.091 1.624 -0.471
*
```

Properties
* SMILES string: [H]/N=C(C#N)/C=C(\C)N
* frontier orbital gap: 9.2114 eV
* E_HOMO: -8.581 eV
* energy relative to the best compared isomer or geometry (same formula, charge and spin): 2.234 eV